Record 1
Here is a molecular structure, FH16InO8 from OMol25. Energies are from ωB97M-V with the def2-TZVPD basis set.

The geometry in XYZ format:
```
26
Properties=species:S:1:pos:R:3
In -0.030 0.318 0.091
F -0.224 2.046 -0.718
O -1.141 1.211 1.648
H -1.560 0.927 2.500
H -1.619 2.090 1.472
O 1.104 -0.411 1.690
H 0.754 -0.691 2.572
H 1.710 -1.126 1.483
O -1.432 -1.385 1.634
H -1.282 -2.299 1.940
H -2.347 -1.233 1.803
O 0.149 -1.819 -0.667
H -0.653 -2.367 -0.639
H 0.734 -2.286 -1.328
O -0.051 0.220 -2.856
H 0.271 0.658 -3.649
H -0.744 -0.418 -3.100
O 1.866 0.185 -0.992
H 2.769 -0.137 -0.883
H 1.877 0.871 -1.730
O -1.958 -0.031 -0.808
H -2.806 0.384 -0.601
H -2.231 -0.599 -1.514
O 1.888 1.983 0.989
H 2.655 1.458 1.365
H 2.308 2.441 0.307
```

Output
Charge: +2
Energy above the lowest of the compared OMol25 structures with the same formula, charge and spin (eV): 0.000
HOMO level (eV): -18.015
Multiplicity: 1
E_tot (eV): -24516.31219


Record 2
Here is 7 unconnected molecules or ions with the total composition C29H43IN2O24S7 from OMol25. Energies are from ωB97M-V with the def2-TZVPD basis set.

The geometry in XYZ format:
```
106
Properties=species:S:1:pos:R:3
C 3.104 -1.976 -3.657
N 2.771 -0.709 -4.361
C 2.116 0.271 -3.460
C 0.804 -0.357 -2.872
C 0.653 -0.851 -1.504
C -0.595 -1.427 -1.040
C -1.786 -1.576 -1.910
C -1.634 -1.084 -3.273
C -0.378 -0.468 -3.758
C -0.368 0.053 -5.243
C -1.221 1.422 -5.281
C -1.301 2.136 -3.883
I -2.052 4.188 -4.107
S -2.993 -1.221 -4.455
C -4.331 -1.954 -3.485
C -5.621 -2.141 -4.177
C -6.789 -2.715 -3.502
C -6.593 -3.137 -2.113
C -5.325 -2.955 -1.421
C -4.129 -2.324 -2.089
N -2.931 -2.184 -1.281
H 2.191 -2.627 -3.579
H 3.854 -2.524 -4.297
H 3.551 -1.745 -2.649
H 2.140 -0.974 -5.122
H 2.791 0.646 -2.649
H 1.801 1.129 -4.117
H 1.544 -0.743 -0.830
H -0.652 -1.760 0.025
H 0.653 0.310 -5.615
H -0.836 -0.710 -5.920
H -2.270 1.181 -5.595
H -0.709 2.104 -6.015
H -1.992 1.647 -3.154
H -0.288 2.251 -3.404
H -5.725 -1.820 -5.246
H -7.745 -2.805 -4.064
H -7.449 -3.598 -1.567
H -5.246 -3.302 -0.362
H -3.187 -1.549 -0.510
C -5.489 -2.019 2.412
C -5.953 -1.041 3.470
O -4.750 -0.618 4.122
S -3.540 -0.618 3.047
O -3.372 0.705 2.552
O -2.466 -1.382 3.578
O -4.283 -1.492 1.905
H -5.276 -3.000 2.848
H -6.217 -2.129 1.609
H -6.643 -1.491 4.179
H -6.420 -0.163 3.017
C 4.140 2.633 -5.175
C 3.697 3.627 -4.118
O 4.905 4.035 -3.471
S 6.117 4.015 -4.549
O 6.298 5.338 -5.041
O 7.180 3.239 -4.014
O 5.369 3.153 -5.690
H 4.342 1.652 -4.737
H 3.408 2.528 -5.974
H 3.004 3.191 -3.401
H 3.240 4.511 -4.571
C 5.367 5.674 -0.468
C 6.848 5.723 -0.147
O 6.912 6.153 1.217
S 5.621 5.597 2.010
O 5.990 4.404 2.694
O 4.987 6.692 2.659
O 4.740 5.183 0.720
H 4.975 6.674 -0.671
H 5.150 5.022 -1.313
H 7.392 6.408 -0.794
H 7.299 4.729 -0.210
C -9.039 -5.564 4.979
C -10.436 -4.987 4.855
O -10.293 -3.605 5.191
S -8.836 -3.094 4.724
O -8.968 -2.450 3.460
O -8.196 -2.478 5.834
O -8.169 -4.544 4.481
H -8.780 -5.754 6.023
H -8.918 -6.482 4.405
H -11.148 -5.473 5.519
H -10.800 -5.049 3.826
C 3.359 2.665 4.444
C 2.472 2.820 3.224
O 1.912 1.522 3.005
S 1.724 0.783 4.430
O 0.376 0.948 4.848
O 2.354 -0.493 4.359
O 2.650 1.771 5.309
H 4.314 2.202 4.182
H 3.544 3.615 4.943
H 3.024 3.154 2.348
H 1.650 3.513 3.421
C 5.786 -3.181 3.617
C 5.343 -2.189 4.675
O 6.550 -1.785 5.327
S 7.761 -1.803 4.259
O 7.950 -0.480 3.771
O 8.822 -2.582 4.796
O 7.017 -2.662 3.109
H 5.984 -4.164 4.054
H 5.056 -3.283 2.816
H 4.648 -2.625 5.389
H 4.890 -1.304 4.222
```

Output
SMILES string: CNCc1ccc2c(c1CCCI)Sc1ccccc1N2.O=S1(=O)OCCO1.O=S1(=O)OCCO1.O=S1(=O)OCCO1.O=S1(=O)OCCO1.O=S1(=O)OCCO1.O=S1(=O)OCCO1
HOMO level (eV): -7.757
Multiplicity: 1
E_tot (eV): -166830.01667